# 1
{
  "formula": "C6H10S",
  "method": "the ωB97M-V functional and the def2-TZVPD basis",
  "charge": 0,
  "e_homo_ev": [-7.002, -6.525],
  "e_above_lowest_kcal_mol": 111.40,
  "energy_ha": -632.63196,
  "e_lumo_ev": [0.960, 0.990],
  "symbols": ["C", "C", "C", "C", "S", "C", "C", "H", "H", "H", "H", "H", "H", "H", "H", "H", "H"],
  "coordinates": [[-1.5436, -0.6631, 1.1990], [-0.5412, 0.1213, 0.5706], [0.8319, -0.6585, -0.4279], [0.9097, -2.1027, -0.8712], [1.8647, 0.6093, -0.9691], [0.7863, 2.0266, -0.6031], [-0.3087, 1.6190, 0.4342], [-2.1547, -0.2462, 2.0795], [-1.1769, -1.6715, 1.4565], [-2.4280, -0.8086, 0.4425], [1.0634, -2.0289, -1.9748], [0.2047, -2.7660, -0.5978], [1.7662, -2.7467, -0.5438], [0.3066, 2.3280, -1.4857], [1.4376, 2.9078, -0.2827], [-1.2623, 2.1370, 0.2411], [0.2443, 1.9431, 1.3327]]
}



# 2
{
  "formula": "C4H7N3O",
  "method": "the ωB97M-V functional and the def2-TZVPD basis",
  "charge": 0,
  "e_homo_ev": -8.863,
  "e_above_lowest_kcal_mol": 124.06,
  "energy_ha": -395.95070,
  "e_lumo_ev": 0.699,
  "symbols": ["C", "C", "N", "N", "C", "O", "N", "C", "H", "H", "H", "H", "H", "H", "H"],
  "coordinates": [[-0.1562, 1.9343, -0.5469], [0.1588, 0.8079, 0.3747], [0.7753, 1.0261, 1.5451], [0.9494, -0.3631, 1.9124], [0.6313, -1.2756, 1.0334], [0.5050, -2.4397, 1.1412], [0.0594, -0.5537, 0.0072], [-0.5882, -1.0630, -1.1317], [-0.1938, 1.7059, -1.7689], [-0.0393, 2.9127, -0.7492], [-1.0464, 2.2240, -0.3768], [1.6841, -0.5845, 2.8271], [-0.2582, -1.1512, -2.0323], [-1.9042, -0.8483, -1.2287], [-0.5770, -2.3318, -1.0066]]
}



# 3
{
  "formula": "C3H7N3O",
  "method": "the ωB97M-V functional and the def2-TZVPD basis",
  "charge": 0,
  "e_homo_ev": -8.479,
  "e_above_lowest_kcal_mol": 54.92,
  "energy_ha": -357.96236,
  "e_lumo_ev": 0.880,
  "symbols": ["C", "N", "C", "N", "C", "O", "N", "H", "H", "H", "H", "H", "H", "H"],
  "coordinates": [[0.2728, -0.3176, -2.0978], [0.0387, 0.9397, -1.4098], [-0.3263, 0.9045, -0.1937], [-1.1198, 1.6835, 0.5363], [0.1135, -0.2490, 1.2813], [-0.4349, 0.2358, 2.2738], [0.9037, -1.3240, 1.5551], [-0.5768, -0.5020, -2.7723], [0.3649, -1.1745, -1.4086], [1.1741, -0.2808, -2.7193], [-1.0825, 1.2825, 1.5235], [-1.8803, 2.1648, 0.0766], [1.4093, -1.8745, 0.8905], [1.0171, -1.5872, 2.5362]]
}



# 4
{
  "formula": "C5H9NO",
  "method": "the ωB97M-V functional and the def2-TZVPD basis",
  "charge": 0,
  "e_homo_ev": -9.218,
  "e_above_lowest_kcal_mol": 38.88,
  "energy_ha": -325.87559,
  "e_lumo_ev": 0.893,
  "symbols": ["O", "C", "N", "C", "C", "C", "C", "H", "H", "H", "H", "H", "H", "H", "H", "H"],
  "coordinates": [[1.4282, -2.4634, -0.4596], [1.0903, -1.4706, -1.1237], [0.6285, -0.3069, -0.5514], [-0.1787, 0.8455, -0.9393], [-1.3453, 0.6263, 0.0418], [-0.6031, 0.3586, 1.3163], [0.8740, -0.0907, 0.9031], [1.0448, -1.5420, -2.2213], [-0.3599, 0.6141, -2.0531], [0.3386, 1.7901, -0.9106], [-2.0651, -0.1791, -0.3025], [-2.0614, 1.4564, 0.0087], [-0.5532, 1.1518, 2.0933], [-1.0551, -0.4819, 1.8164], [1.6340, 0.7070, 0.8601], [1.1832, -1.0151, 1.5218]]
}



# 5
{
  "formula": "C11H32BrO5S5",
  "method": "the ωB97M-V functional and the def2-TZVPD basis",
  "charge": -1,
  "e_homo_ev": -2.421,
  "energy_ha": -5379.27443,
  "e_lumo_ev": 2.263,
  "symbols": ["C", "Br", "H", "H", "C", "S", "O", "C", "H", "H", "H", "H", "H", "H", "C", "S", "O", "C", "H", "H", "H", "H", "H", "H", "C", "S", "O", "C", "H", "H", "H", "H", "H", "H", "C", "S", "O", "C", "H", "H", "H", "H", "H", "H", "C", "S", "O", "C", "H", "H", "H", "H", "H", "H"],
  "coordinates": [[0.3405, -0.4709, -0.8385], [-1.6309, -0.4263, -0.3239], [0.6643, 0.4632, -0.3473], [0.7030, -1.3036, -0.2148], [3.2940, -1.2929, -2.6317], [2.7511, -2.9791, -2.4167], [2.3132, -3.1002, -1.0057], [4.3604, -3.7970, -2.4438], [2.3750, -0.7006, -2.5495], [3.9764, -1.0408, -1.8190], [3.7690, -1.1785, -3.6074], [4.9931, -3.3519, -1.6752], [4.8191, -3.6982, -3.4292], [4.1822, -4.8485, -2.2254], [2.9963, -0.1636, 2.6069], [1.7037, 1.0617, 2.3848], [2.2701, 2.3586, 2.8691], [0.6368, 0.4508, 3.6928], [3.7778, 0.0715, 1.8868], [3.3833, -0.0891, 3.6229], [2.6071, -1.1613, 2.3998], [1.1762, 0.4869, 4.6393], [0.3250, -0.5636, 3.4453], [-0.2344, 1.1021, 3.7218], [3.5515, -5.5803, 1.2834], [2.3528, -4.3973, 1.9049], [3.1226, -3.4431, 2.7498], [1.5528, -5.5191, 3.0661], [4.1786, -5.0363, 0.5802], [4.1458, -5.9592, 2.1146], [3.0307, -6.3863, 0.7662], [2.2874, -5.8841, 3.7838], [1.0941, -6.3425, 2.5177], [0.7820, -4.9449, 3.5763], [-5.5201, 0.3452, -1.3632], [-5.5974, 2.0787, -1.7915], [-6.6634, 2.2373, -2.8233], [-4.0173, 2.1192, -2.6274], [-6.4545, 0.0648, -0.8809], [-5.3707, -0.2408, -2.2692], [-4.6817, 0.2164, -0.6788], [-4.0457, 1.4002, -3.4460], [-3.2288, 1.8528, -1.9197], [-3.8600, 3.1306, -2.9964], [-3.4625, 5.4491, 0.1544], [-3.8198, 6.0699, -1.4908], [-2.9405, 5.3302, -2.4260], [-3.0569, 7.6819, -1.2559], [-3.8183, 4.4206, 0.1890], [-2.3857, 5.4757, 0.3183], [-3.9931, 6.0513, 0.8920], [-2.0105, 7.5395, -0.9878], [-3.5916, 8.2287, -0.4790], [-3.1321, 8.2131, -2.2025]]
}



What did the second record say?
{
  "formula": "C4H7N3O",
  "method": "the ωB97M-V functional and the def2-TZVPD basis",
  "charge": 0,
  "e_homo_ev": -8.863,
  "e_above_lowest_kcal_mol": 124.06,
  "energy_ha": -395.95070,
  "e_lumo_ev": 0.699,
  "symbols": ["C", "C", "N", "N", "C", "O", "N", "C", "H", "H", "H", "H", "H", "H", "H"],
  "coordinates": [[-0.1562, 1.9343, -0.5469], [0.1588, 0.8079, 0.3747], [0.7753, 1.0261, 1.5451], [0.9494, -0.3631, 1.9124], [0.6313, -1.2756, 1.0334], [0.5050, -2.4397, 1.1412], [0.0594, -0.5537, 0.0072], [-0.5882, -1.0630, -1.1317], [-0.1938, 1.7059, -1.7689], [-0.0393, 2.9127, -0.7492], [-1.0464, 2.2240, -0.3768], [1.6841, -0.5845, 2.8271], [-0.2582, -1.1512, -2.0323], [-1.9042, -0.8483, -1.2287], [-0.5770, -2.3318, -1.0066]]
}